# 1
The following is a DFT calculation (ωB97M-V with the def2-TZVPD basis set) of one molecule with the formula C7H10 in a non-equilibrium geometry.

Structure (XYZ):
```
17
Properties=species:S:1:pos:R:3:forces:R:3
C 2.673493 0.609657 0.330123 0.66 1.89 1.05
C 1.413448 0.481540 0.731025 0.11 0.14 -1.24
C 0.481397 -0.564381 0.227614 -2.54 -1.00 0.88
C 0.809350 -1.690080 -0.453310 0.77 -0.17 0.62
C -1.204304 -0.113670 0.300689 0.82 0.63 0.24
C -2.434270 -0.150863 0.989326 6.69 -2.86 1.59
C -1.264416 0.747410 -0.944425 -1.55 0.39 0.69
H 3.297480 1.553058 0.589744 -1.18 -1.92 -0.44
H 3.098367 -0.144973 -0.259862 0.94 -0.84 -0.75
H 1.055231 1.397261 1.131093 -1.03 0.22 0.95
H 1.806943 -2.225305 -0.593423 -0.93 1.67 0.39
H 0.071854 -2.314318 -0.918905 -0.74 0.00 0.17
H -3.226759 0.297495 0.552591 -2.36 1.55 -1.22
H -2.559750 -0.657388 1.981269 0.10 0.35 -1.23
H -0.378846 1.229128 -1.343182 0.30 -0.11 0.41
H -2.017829 1.506699 -0.648323 0.33 -0.16 -1.19
H -1.621386 0.038729 -1.672038 -0.36 0.21 -0.93
```
Positions in Å, forces in eV/Å.

Values from the calculation:
- E_LUMO: 0.69 eV
- SMILES: C=CC(=C)C(=C)C
- Energy above the lowest of the compared OMol25 structures with the same formula, charge and spin: 97.4 kcal per mole
- E: -272.5628 Ha
- Highest occupied orbital energy: -0.3282 Ha
- Net charge: 0

Mulliken atomic charge list, values in e, 4 entries: -0.65, -0.29, 0.67, -0.95


# 2
The following is a DFT calculation (ωB97M-V with the def2-TZVPD basis set) of an isolated ion of composition C7H10F3N4O and charge +1 in a non-equilibrium geometry.

Structure (XYZ):
```
25
Properties=species:S:1:pos:R:3:forces:R:3
C 0.717452 0.991212 -1.197958 -0.01 1.68 0.66
C 0.469074 0.369032 0.153158 -2.71 -1.19 0.38
N -0.123637 1.229720 1.114249 3.47 -3.43 -1.28
C -0.762183 -1.003153 -0.109212 1.86 0.33 0.26
C -2.046105 -1.436940 -0.636368 0.92 -1.32 1.85
N -2.966465 -0.698031 -1.242862 -0.98 -0.24 -0.74
N -2.234908 -2.687837 -0.215125 -0.19 1.28 -1.01
O -1.170035 -3.058678 0.491358 1.28 -1.24 1.65
N -0.293554 -2.028599 0.573979 -1.42 2.77 -1.69
C 0.851707 -1.689998 1.483451 -2.32 1.54 0.92
C 1.559227 -0.486845 0.757125 1.12 -3.36 0.16
C 2.528443 -1.136224 -0.319713 0.37 1.34 0.58
F 3.557316 -1.770453 0.271672 -0.74 0.09 -0.05
F 1.865462 -1.996585 -1.089077 -0.02 -0.32 -0.05
F 3.063663 -0.206920 -1.135498 -0.01 -0.31 0.40
H -0.162602 1.554683 -1.433156 -0.57 0.86 0.10
H 0.800802 0.417968 -2.091181 0.55 -1.28 -0.09
H 1.574334 1.687229 -1.124328 -0.51 -0.30 -0.10
H -0.657584 1.937225 0.867104 -2.91 3.91 -1.86
H -0.113439 1.089530 2.069169 0.38 -0.74 1.96
H -2.643738 0.258009 -1.348867 -1.21 -0.24 -0.56
H -3.888257 -1.145429 -1.523128 1.83 1.42 0.40
H 1.366602 -2.608754 1.678592 0.72 -0.03 0.51
H 0.351585 -1.122340 2.400971 1.06 -2.08 -1.42
H 2.140623 -0.128784 1.624918 0.05 0.86 -0.98
```
Positions in Å, forces in eV/Å.

Values from the calculation:
- E_LUMO: -4.19 eV
- SMILES: C[C@@]1(N)c2c(N)no[n+]2C[C@H]1C(F)(F)F
- Energy above the lowest of the compared OMol25 structures with the same formula, charge and spin: 80.1 kcal per mole
- E: -866.2093 Ha
- Highest occupied orbital energy: -0.4941 Ha
- Net charge: +1

Mulliken atomic charge list, values in e, 4 entries: -1.80, 1.21, -0.41, 0.11


# 3
The following is a DFT calculation (ωB97M-V with the def2-TZVPD basis set) of C30H34BrGeN5O2SZr as an isolated structure.

Structure (XYZ):
```
75
Properties=species:S:1:pos:R:3:forces:R:3
Zr 0.308194 -0.180256 0.236276 0.10 0.17 0.44
C 1.469583 -5.547936 3.213216 -0.02 -0.02 0.01
C 2.243378 -4.260774 2.966467 0.00 0.02 -0.01
N 1.459123 -3.066176 3.235480 0.00 -0.05 -0.02
C 0.608280 -2.532558 2.344743 -0.04 0.02 -0.02
S -0.201585 -1.040252 2.787258 0.04 -0.05 -0.12
N 0.410074 -3.152395 1.205714 0.02 0.03 0.05
N -0.425899 -2.385929 0.423951 -0.03 0.00 -0.02
C -1.441739 -2.919684 -0.129350 -0.01 0.00 -0.03
C -1.791936 -4.366572 -0.037197 0.00 -0.02 -0.01
C -2.323101 -1.959971 -0.815972 0.03 -0.01 0.01
C -3.499264 -2.370686 -1.423167 -0.05 0.02 -0.02
C -4.316970 -1.428077 -2.023312 -0.05 -0.04 0.06
C -3.920163 -0.105646 -2.008794 -0.04 0.04 0.02
C -2.731289 0.224494 -1.378284 0.05 0.01 0.00
N -1.945555 -0.666246 -0.771801 -0.07 0.03 -0.01
H 2.092305 -6.415510 2.989552 0.00 0.01 0.00
H 0.587488 -5.585130 2.574345 0.01 0.01 0.00
H 1.146552 -5.616927 4.253037 0.00 0.00 -0.01
H 2.579203 -4.213096 1.930449 0.00 0.00 -0.01
H 3.129314 -4.216181 3.599916 0.00 0.00 0.01
H 1.567938 -2.570405 4.101514 0.02 0.01 0.00
H -1.026320 -4.889954 0.526170 0.00 0.00 0.00
H -1.862611 -4.802629 -1.036136 -0.01 0.00 0.01
H -2.756763 -4.499683 0.456146 0.00 0.00 0.01
H -3.761476 -3.418180 -1.433428 0.00 0.00 0.00
H -5.240231 -1.727225 -2.501898 0.01 0.00 -0.01
H -4.507966 0.671773 -2.475860 0.00 -0.01 0.00
H -2.385778 1.245343 -1.365386 0.01 0.00 -0.02
O 4.368859 0.399615 1.119594 0.00 -0.02 0.02
C 3.161788 0.439836 1.165775 -0.04 -0.14 -0.04
O 2.337237 -0.431624 0.655547 0.01 0.18 -0.02
C 2.461399 1.575640 1.882739 0.00 0.04 -0.02
C 3.210907 2.596638 2.498282 0.01 -0.02 0.00
C 2.540331 3.594413 3.134089 0.01 0.03 0.00
C 1.127897 3.549003 3.209418 -0.01 0.01 0.01
C 0.370063 4.522807 3.902086 0.00 0.00 0.00
C -0.986200 4.406998 3.993456 0.00 0.00 0.00
C -1.644754 3.306190 3.403007 0.00 -0.01 0.00
C -0.940890 2.364301 2.710524 0.01 0.00 0.02
C 0.461824 2.474533 2.585718 0.00 -0.02 -0.02
N 1.153921 1.529460 1.883599 -0.04 -0.05 -0.02
H 4.287765 2.553263 2.426350 0.00 0.00 0.00
H 3.068200 4.417854 3.600403 0.00 -0.01 0.00
H 0.888954 5.353247 4.365318 0.00 0.00 0.00
H -1.561654 5.150676 4.528801 0.00 -0.01 0.00
H -2.718049 3.209532 3.504813 0.00 0.00 0.00
H -1.443729 1.512922 2.269035 0.00 -0.01 0.00
Br 0.468193 6.471257 -1.740927 0.00 0.01 0.00
C 0.226034 4.652221 -1.260853 0.03 -0.02 -0.01
C 1.250783 3.746582 -1.472657 0.01 0.02 0.00
C 1.055304 2.420608 -1.110383 -0.01 -0.02 -0.02
C -0.133983 1.947031 -0.534471 0.01 -0.04 -0.04
C -1.127454 2.911270 -0.342505 -0.01 0.03 -0.01
C -0.969154 4.246182 -0.697820 -0.02 0.00 0.00
H 2.184731 4.070446 -1.913082 -0.01 0.00 0.00
H 1.888179 1.742354 -1.291145 0.00 -0.01 -0.01
H -2.070722 2.645365 0.126442 0.00 -0.01 0.00
H -1.760961 4.963629 -0.525905 0.00 0.00 0.00
C -1.230447 -1.766798 -3.950928 -0.05 0.01 -0.02
Ge 0.320247 -0.614724 -3.581825 -0.03 -0.01 0.04
C -0.183711 1.229569 -4.025774 0.00 -0.01 -0.02
C 1.719486 -1.122606 -4.862788 0.01 -0.01 -0.02
C 1.008906 -0.900081 -1.781924 0.05 -0.06 -0.09
H -1.367914 -1.856960 -5.030204 0.00 -0.01 0.00
H -2.152494 -1.361264 -3.530432 0.14 -0.04 -0.09
H -1.073062 -2.768312 -3.544656 0.00 0.00 -0.02
H -0.576241 1.251920 -5.044951 0.01 0.00 0.00
H 0.681995 1.890988 -3.977808 0.00 -0.01 -0.01
H -0.940860 1.633333 -3.355609 -0.04 0.01 0.05
H 1.371581 -1.003472 -5.890750 0.01 0.00 0.01
H 2.013917 -2.162865 -4.715308 0.00 0.00 0.00
H 2.605300 -0.499834 -4.726191 -0.01 0.00 0.00
H 2.034455 -0.508292 -1.808265 0.00 0.01 0.00
H 1.151212 -1.986409 -1.691483 0.01 0.00 -0.02
```
Positions in Å, forces in eV/Å.

Values from the calculation:
- E_LUMO: -0.65 eV
- E: -6684.1370 Ha
- Highest occupied orbital energy: -0.3029 Ha
- Net charge: 0

Mulliken atomic charge list, values in e, 4 entries: -0.52, -0.94, -0.44, -0.11


# 4
The following is a DFT calculation (ωB97M-V with the def2-TZVPD basis set) of C21H36N3O9PS as an isolated structure.

Structure (XYZ):
```
71
Properties=species:S:1:pos:R:3:forces:R:3
C 0.616601 -1.304459 1.310608 0.09 -0.16 0.10
C 1.439666 -0.039352 1.326775 0.08 -0.01 0.18
O 0.844436 1.128026 0.706349 0.07 -0.03 -0.04
C -0.401416 1.016110 0.199374 0.13 0.04 0.55
C -0.600138 0.895701 -1.132262 -0.24 -0.01 -0.69
C 0.588371 0.880595 -2.038209 0.07 -0.20 -0.16
O 1.284131 -0.348582 -1.819264 0.13 0.04 0.25
O 2.650030 -0.171755 -2.196494 -0.10 0.07 -0.20
C -1.919056 0.804159 -1.663172 -0.01 0.03 0.10
C -3.044516 0.854169 -0.892175 -0.35 -0.10 0.00
P -4.650641 0.724877 -1.730529 0.07 0.24 -0.31
N -4.997848 1.857384 -2.710502 0.10 -0.19 0.24
O -5.773438 0.521446 -0.617896 0.04 -0.02 0.09
O -4.568197 -0.723209 -2.418092 0.28 0.17 -0.01
C -2.859058 1.009112 0.511066 0.25 0.02 0.08
N -3.791795 1.079803 1.468009 -0.31 -0.07 -0.18
S -3.035616 1.245837 2.854156 0.21 0.03 0.20
N -1.506191 1.235771 2.378567 -0.04 0.00 0.08
C -1.536505 1.097153 1.049530 -0.12 -0.05 0.11
H -0.281598 -1.215735 1.916899 -0.15 0.04 -0.08
H 0.378943 -1.646700 0.305512 -0.07 0.09 -0.03
H 1.229318 -2.075343 1.780033 0.04 -0.06 -0.01
H 1.655506 0.235421 2.357725 0.06 0.11 0.03
H 2.385298 -0.204550 0.815123 0.06 0.05 -0.04
H 1.251138 1.707865 -1.783097 0.04 0.06 -0.06
H 0.281734 0.946418 -3.082443 0.07 0.12 -0.09
H 3.002115 0.370174 -1.472242 -0.01 -0.08 0.10
H -2.033037 0.683227 -2.733217 0.06 -0.01 -0.08
H -4.283200 2.570839 -2.739478 -0.12 0.13 -0.14
H -5.633393 -0.281501 -0.099260 -0.10 0.02 0.07
H -4.014890 -1.321501 -1.894546 -0.32 -0.41 -0.08
C 4.319008 4.861247 1.357617 0.13 -0.18 -0.06
C 3.467108 3.640320 1.606500 -0.03 0.05 0.00
O 3.884817 2.523834 1.396303 0.00 -0.03 -0.03
C 2.069495 3.878440 2.123281 0.03 -0.25 0.03
H 5.295515 4.556099 0.989079 0.01 0.01 0.00
H 3.841839 5.507134 0.618991 -0.04 0.08 0.08
H 4.446431 5.425046 2.282630 -0.07 0.08 -0.03
H 1.508011 4.482179 1.408093 0.00 0.08 0.05
H 2.100560 4.409311 3.076282 0.01 0.11 -0.05
H 1.568118 2.923058 2.252961 -0.05 0.03 -0.01
C 8.890288 4.661704 -0.330510 -0.03 0.10 0.13
C 8.198234 5.872353 -0.910760 0.01 -0.03 -0.02
O 7.890714 6.816489 -0.222942 -0.03 0.00 0.02
C 7.907805 5.844418 -2.392773 -0.06 0.15 0.05
H 9.040726 4.805915 0.736427 0.00 0.00 0.00
H 8.284121 3.768703 -0.492394 0.05 -0.03 -0.07
H 9.856780 4.513978 -0.814833 -0.03 -0.07 -0.06
H 7.265192 4.995832 -2.633168 0.07 -0.06 -0.03
H 8.837003 5.742461 -2.955486 -0.01 -0.09 -0.01
H 7.410747 6.766629 -2.682931 0.00 0.00 0.00
C -7.001491 -3.285582 -1.523708 0.13 0.14 0.04
C -5.705814 -3.961722 -1.145502 -0.14 -0.03 -0.05
O -4.685324 -3.326535 -0.994971 0.19 0.16 0.08
C -5.736382 -5.457109 -0.966934 0.19 0.07 -0.03
H -6.843875 -2.214483 -1.630346 0.00 0.00 -0.03
H -7.368128 -3.688167 -2.468936 -0.06 -0.05 0.03
H -7.756353 -3.471070 -0.757641 -0.04 -0.07 -0.04
H -6.058713 -5.932471 -1.895444 -0.11 0.01 0.03
H -6.443679 -5.722254 -0.179278 -0.08 -0.02 -0.06
H -4.749141 -5.815167 -0.694383 0.02 0.00 0.03
C -2.202199 -7.256427 2.848230 -0.15 0.00 -0.06
C -2.145597 -6.381668 1.618860 0.06 0.04 0.01
O -3.110414 -6.217600 0.910493 -0.01 -0.07 0.04
C -0.823904 -5.717405 1.317010 -0.09 0.05 -0.12
H -3.200646 -7.672767 2.955257 0.00 0.00 0.00
H -1.478114 -8.068132 2.762812 0.06 0.04 0.05
H -1.956312 -6.671054 3.735599 0.08 -0.03 0.00
H -0.048829 -6.472274 1.175177 0.03 0.01 0.08
H -0.528990 -5.076694 2.149851 0.05 -0.05 0.03
H -0.915355 -5.117971 0.414654 0.00 0.00 0.00
```
Positions in Å, forces in eV/Å.

Values from the calculation:
- E_LUMO: -0.90 eV
- E: -2402.6994 Ha
- Highest occupied orbital energy: -0.3285 Ha
- Net charge: 0

Mulliken atomic charge list, values in e, 4 entries: -1.29, -0.25, -0.36, 0.36


# 5
The following is a DFT calculation (ωB97M-V with the def2-TZVPD basis set) of C8H6Cl3NO2 as an isolated structure in a non-equilibrium geometry.

Structure (XYZ):
```
20
Properties=species:S:1:pos:R:3:forces:R:3
C 0.689702 1.462499 -0.702435 -0.89 0.27 -0.36
C 0.203283 1.536813 0.633007 2.81 1.43 -1.23
C 0.605196 0.255473 -1.410665 1.71 0.38 -1.11
C -0.363828 0.443176 1.214370 -1.22 -0.57 0.76
C 0.132343 -0.880920 -0.785767 -1.52 0.87 0.84
C -0.455008 -0.753329 0.488006 1.31 -0.35 0.19
C -0.745746 -2.047728 1.120012 -2.37 0.41 0.62
C -3.853167 -0.320094 2.861547 1.00 2.92 -1.88
N -1.754407 -2.252486 1.966098 0.94 -0.75 -0.88
O -2.601030 -0.555479 2.725795 1.54 -2.09 0.78
O -2.262748 -3.107335 2.588807 0.47 0.36 -0.26
Cl -4.082474 1.038292 1.534054 -0.91 0.05 -1.01
Cl -5.037164 -1.554580 2.509149 -0.07 -0.25 0.67
Cl -4.085723 0.820927 4.275875 -0.38 -1.35 0.72
H 0.979963 2.409012 -1.240945 0.17 -1.26 0.83
H 0.696506 2.394696 1.175991 -1.75 -0.69 -0.16
H 1.150105 0.153110 -2.401344 -1.19 0.29 1.11
H -0.877040 0.496252 2.184041 0.79 -0.02 -0.31
H -0.095007 -1.796710 -1.290813 0.68 -0.49 -0.47
H -0.226303 -2.952735 0.671033 -1.11 0.85 1.14
```
Positions in Å, forces in eV/Å.

Values from the calculation:
- E_LUMO (alpha / beta): -2.60 / -2.65 eV
- Energy above the lowest of the compared OMol25 structures with the same formula, charge and spin: 69.4 kcal per mole
- E: -1894.0356 Ha
- Highest occupied orbital energy (alpha / beta): -0.3500 / -0.3501 Ha
- Net charge: 0

Mulliken atomic charge list, values in e, 4 entries: -0.27, -0.61, -0.47, -0.18


# 6
The following is a DFT calculation (ωB97M-V with the def2-TZVPD basis set) of an isolated ion of composition C3H5N3O and charge +2 in a non-equilibrium geometry.

Structure (XYZ):
```
12
Properties=species:S:1:pos:R:3:forces:R:3
C 1.716456 -0.118112 0.273260 1.91 1.17 0.43
C -0.987797 0.535834 0.029033 2.31 1.64 0.68
C 0.893590 -1.192268 -0.288867 -1.06 0.10 -0.73
N 1.192862 0.964432 0.567336 -1.00 -0.29 0.00
N -0.654320 -0.722962 0.029666 1.68 -0.70 -1.39
N -1.680208 1.563415 -0.077246 -0.66 -0.64 -0.17
O -1.494150 -1.483370 0.469794 -0.62 -1.35 0.66
H 2.882827 -0.227963 0.311487 -1.71 0.21 0.04
H 1.089030 -1.146082 -1.390910 -0.66 -0.57 0.65
H 1.084958 -2.164621 0.179906 -0.57 0.01 -0.18
H -1.498011 2.355767 0.533951 0.30 0.55 0.29
H -2.545232 1.635925 -0.637412 0.08 -0.14 -0.27
```
Positions in Å, forces in eV/Å.

Values from the calculation:
- E_LUMO (alpha / beta): -13.05 / -13.37 eV
- Energy above the lowest of the compared OMol25 structures with the same formula, charge and spin: 108.1 kcal per mole
- E: -355.8039 Ha
- Highest occupied orbital energy (alpha / beta): -0.7965 / -0.7648 Ha
- Net charge: +2

Mulliken atomic charge list, values in e, 4 entries: 0.19, 0.47, -0.35, -0.21